The following is a quantum chemistry calculation of C23H50InNO6P2Si as an isolated structure at a distorted geometry, from the OMol25 dataset.

Geometry as XYZ:
```
84
Properties=species:S:1:pos:R:3:lowdin_charge:R:1
In -0.052 -0.279 0.235 0.767
P 1.179 1.514 1.544 0.901
C 1.171 2.900 0.457 -0.290
C 1.299 2.639 -0.954 -0.287
N 0.854 1.434 -1.409 0.059
C 0.647 1.277 -2.731 -0.299
C 1.158 2.181 -3.669 0.011
C 1.798 3.334 -3.211 0.000
C 1.885 3.551 -1.854 0.023
C -0.166 0.085 -3.247 -0.234
P -1.313 -0.552 -1.940 0.894
H 2.330 4.439 -1.424 0.131
H 0.997 1.965 -4.736 0.138
H 2.181 4.057 -3.916 0.130
H -0.755 0.345 -4.158 0.124
H 0.514 -0.752 -3.520 0.119
H 0.270 3.363 0.589 -0.019
H 1.984 3.619 0.789 0.165
H -1.719 3.136 0.731 -0.070
O -1.150 3.878 0.618 -0.032
H -1.266 4.732 1.015 0.090
H -1.653 0.703 0.882 0.145
O -2.395 1.829 0.592 -0.174
H -3.252 1.912 1.060 0.091
C -2.771 0.566 -2.152 -0.222
H -3.100 0.591 -3.211 0.080
H -3.582 0.185 -1.502 0.066
H -2.487 1.567 -1.787 0.044
C -1.901 -2.198 -2.615 -0.185
H -2.600 -2.611 -1.875 0.060
H -2.405 -2.066 -3.589 0.080
H -1.032 -2.867 -2.722 0.040
C 2.814 0.917 1.978 -0.192
H 3.289 1.565 2.726 0.086
H 2.803 -0.105 2.371 0.043
H 3.453 0.891 1.078 0.086
C 0.408 2.067 3.127 -0.180
H 0.358 1.236 3.858 0.060
H 1.039 2.881 3.533 0.082
H -0.607 2.448 2.912 0.053
C -2.091 -3.171 2.737 -0.009
C -0.586 -2.929 2.901 -0.614
C -0.343 -1.723 3.801 -0.023
C 0.086 -4.174 3.491 0.000
O -0.040 -2.665 1.591 -0.167
Si 1.502 -2.826 1.003 -0.072
O 1.660 -1.722 -0.079 -0.276
O 2.548 -2.694 2.252 -0.119
C 3.907 -3.196 2.433 -0.621
C 4.876 -2.250 1.734 -0.020
C 4.171 -3.241 3.935 -0.021
C 4.078 -4.597 1.877 -0.040
O 1.668 -4.379 0.445 -0.112
C 1.004 -5.093 -0.602 -0.629
C 1.396 -4.537 -1.972 -0.025
C 1.465 -6.556 -0.487 -0.015
C -0.510 -5.035 -0.426 -0.031
H -2.569 -3.351 3.703 0.102
H -2.268 -4.041 2.105 0.086
H -2.566 -2.304 2.278 0.077
H -0.780 -1.898 4.794 0.111
H 0.726 -1.544 3.921 0.087
H -0.800 -0.826 3.373 0.059
H -0.072 -5.038 2.845 0.093
H 1.155 -4.005 3.612 0.072
H -0.339 -4.403 4.473 0.107
H 4.835 -1.261 2.183 0.068
H 5.894 -2.649 1.843 0.104
H 4.638 -2.152 0.674 0.091
H 3.458 -3.912 4.425 0.088
H 5.183 -3.615 4.131 0.100
H 4.080 -2.237 4.360 0.086
H 3.369 -5.308 2.328 0.100
H 3.981 -4.639 0.777 0.089
H 5.095 -4.970 2.122 0.107
H 2.461 -4.702 -2.139 0.096
H 0.843 -5.061 -2.762 0.098
H 1.207 -3.467 -2.035 0.053
H 1.222 -6.949 0.510 0.095
H 0.967 -7.190 -1.237 0.098
H 2.547 -6.619 -0.644 0.091
H -0.797 -5.383 0.578 0.085
H -0.911 -4.021 -0.594 0.060
H -1.002 -5.709 -1.154 0.106
```

Total charge   +2
HOMO level   -14.393 eV
E_LUMO   -0.323 hartree